# 1
79
Properties=species:S:1:pos:R:3:forces:R:3 method="wB97M-V/def2-TZVPD" total_charge=+2 max_force_ev_per_a=1.568 multiplicity=3 mol_weight_g_mol=855.33 energy_ha=-5074.543729 lumo_energy_ev="-6.942 / -7.172"
Mo -1.049 0.489 -0.305 -1.1 -0.4 1.1
C 2.636 2.765 -1.343 0.0 0.0 -0.1
C 1.202 2.421 -1.115 0.1 0.0 0.1
N 0.876 1.268 -0.593 0.0 -0.2 -0.1
N 1.923 0.474 -0.126 -0.1 0.0 -0.1
C 1.733 -0.089 0.998 -0.2 0.2 0.2
S 0.200 0.172 1.977 -0.2 -0.3 -0.7
S 2.927 -1.018 1.813 -0.1 -0.1 -0.1
C 4.142 -1.149 0.485 0.2 0.1 0.1
C 5.049 0.051 0.283 0.0 -0.1 0.0
C 6.038 -0.059 -0.690 0.0 0.0 -0.1
C 6.901 0.998 -0.937 0.0 0.0 0.0
C 6.786 2.177 -0.208 0.0 0.0 -0.1
C 5.805 2.289 0.763 -0.1 0.0 0.1
C 4.938 1.229 1.008 0.0 0.0 0.0
C 0.179 3.442 -1.347 0.2 -0.1 -0.1
C 0.439 4.572 -2.135 0.1 0.0 -0.1
C -0.441 5.629 -2.171 -0.1 0.1 0.0
C -1.581 5.602 -1.368 0.0 0.0 0.0
C -1.865 4.499 -0.581 -0.3 0.2 0.0
C -1.011 3.414 -0.604 0.1 -0.5 0.0
O -1.308 2.299 0.101 -0.1 1.4 0.1
H 2.960 3.492 -0.594 0.0 0.0 0.0
H 2.752 3.235 -2.319 0.0 0.0 0.0
H 3.278 1.894 -1.279 0.0 0.0 0.0
H 3.577 -1.371 -0.421 0.1 0.0 0.0
H 4.713 -2.038 0.756 0.1 0.0 0.0
H 6.135 -0.979 -1.260 0.0 0.1 0.0
H 7.668 0.903 -1.696 0.0 0.0 0.1
H 7.462 3.001 -0.396 0.0 0.0 0.0
H 5.716 3.202 1.341 0.0 -0.1 0.0
H 4.179 1.322 1.777 0.1 0.0 0.0
H 1.334 4.611 -2.742 0.0 0.0 0.1
H -0.241 6.480 -2.807 0.0 0.0 0.0
H -2.258 6.447 -1.363 0.0 0.0 0.0
H -2.754 4.459 0.035 0.0 0.0 0.0
N -6.515 1.816 -5.177 0.2 0.0 0.1
C -5.618 1.614 -4.488 0.0 0.0 0.0
C -4.506 1.380 -3.603 -0.2 0.1 0.0
C -4.715 1.347 -2.224 -0.1 0.0 0.0
C -3.633 1.136 -1.408 0.2 0.0 -0.4
N -2.391 0.950 -1.897 -0.2 0.0 -0.2
C -2.193 0.981 -3.217 0.2 0.0 0.1
C -3.225 1.198 -4.103 0.0 0.0 -0.2
H -5.704 1.475 -1.809 0.0 0.0 0.0
H -3.750 1.107 -0.334 0.0 0.0 0.2
H -1.182 0.820 -3.562 0.0 0.0 0.0
H -3.038 1.211 -5.167 0.0 0.0 0.0
Ge -0.960 -1.806 1.657 -0.6 0.3 0.1
C -2.325 -1.778 2.979 0.2 0.0 0.1
C -1.862 -1.831 4.297 -0.2 0.0 0.0
C -2.775 -1.961 5.334 0.1 0.0 0.0
C -4.133 -2.023 5.056 0.0 0.0 0.0
C -4.588 -1.938 3.745 0.0 0.0 0.0
C -3.687 -1.825 2.696 0.0 0.0 0.3
C 0.330 -3.140 1.306 -0.3 -0.1 -0.4
C 0.778 -3.440 0.025 0.2 -0.2 0.1
C 1.745 -4.423 -0.122 0.0 0.0 -0.1
C 2.245 -5.082 0.997 0.0 0.0 0.0
C 1.782 -4.770 2.269 0.0 0.0 0.1
C 0.808 -3.795 2.436 0.1 -0.2 -0.1
H -0.224 -0.746 -1.060 0.7 0.0 -0.5
H -0.803 -1.764 4.524 0.0 0.0 0.0
H -2.423 -2.017 6.355 0.0 0.0 0.0
H -4.842 -2.138 5.866 0.0 0.0 0.0
H -5.650 -1.971 3.536 0.0 0.0 0.0
H -4.054 -1.778 1.685 0.0 0.0 -0.1
H 0.385 -2.928 -0.845 0.0 0.0 0.0
H 2.098 -4.687 -1.112 0.0 0.0 0.0
H 2.994 -5.853 0.876 0.0 0.0 0.0
H 2.166 -5.294 3.134 0.0 0.0 0.0
H 0.432 -3.570 3.428 0.0 0.0 0.0
F -2.789 -4.387 -1.559 0.0 0.0 -0.3
C -3.023 -3.546 -0.584 0.1 0.0 0.5
F -4.316 -3.550 -0.283 -0.2 0.1 0.0
F -2.350 -3.967 0.506 0.0 0.1 0.1
C -2.598 -2.109 -0.990 -0.2 -0.1 0.1
O -2.656 -1.803 -2.130 0.1 0.2 -0.2
O -2.271 -1.249 0.031 1.2 -0.6 0.4

# 2
85
Properties=species:S:1:pos:R:3:forces:R:3 method="wB97M-V/def2-TZVPD" max_force_ev_per_a=3.567 mol_weight_g_mol=969.18 energy_ha=-6054.463843 lumo_energy_ev=-2.155
In 0.316 -0.924 -1.027 2.6 1.7 1.0
O 0.105 -4.681 -3.063 0.7 1.2 0.6
C 0.008 -3.511 -2.405 2.9 1.2 -0.8
O 0.998 -2.779 -2.132 -2.6 -2.2 -0.4
C -1.365 -3.084 -2.127 -1.0 -0.1 1.6
C -2.390 -3.971 -2.315 -0.5 -0.4 -0.7
C -3.648 -3.590 -1.889 -1.5 -0.6 0.0
C -3.901 -2.354 -1.349 0.7 0.3 1.0
C -2.790 -1.571 -1.004 0.7 -0.4 -2.0
N -1.557 -1.944 -1.408 -0.7 -0.4 -0.4
C -3.021 -0.221 -0.395 0.2 0.8 2.3
O -3.859 0.545 -0.801 0.5 -0.7 -0.1
O -2.314 -0.048 0.766 -0.9 -0.5 -1.6
H 1.044 -4.822 -3.335 -0.6 0.2 0.4
H -2.269 -4.915 -2.853 0.2 0.4 0.4
H -4.500 -4.287 -1.938 0.6 0.3 -0.4
H -4.895 -2.044 -1.034 0.2 0.0 -0.2
S 1.057 -1.717 1.410 -1.1 0.3 -1.5
C -0.085 -2.991 1.735 0.7 -0.3 0.6
N -1.187 -3.350 1.156 0.5 0.2 0.1
C -1.795 -4.387 1.846 0.7 -0.4 0.3
C -3.049 -4.922 1.527 0.3 0.6 -0.1
C -3.629 -5.769 2.443 -0.6 -0.4 0.4
C -2.962 -6.145 3.615 1.0 -0.9 0.0
C -1.636 -5.761 3.877 -0.5 0.8 -0.2
C -1.039 -4.850 2.963 -2.6 -1.2 0.8
S 0.389 -3.993 3.191 0.4 1.2 -1.1
H -3.524 -4.575 0.601 0.0 -0.2 0.6
H -4.651 -6.151 2.358 0.4 0.2 -0.4
H -3.446 -6.917 4.222 0.2 0.6 0.1
H -1.140 -5.989 4.841 -0.3 -0.1 -0.9
N 5.028 5.707 -2.483 -0.8 1.5 -0.5
C 4.639 4.510 -1.928 0.9 -1.5 0.2
C 3.450 3.885 -2.322 0.5 -0.3 1.1
C 3.038 2.727 -1.678 -0.3 -0.7 0.6
C 3.929 2.045 -0.834 -0.3 1.3 0.2
C 5.103 2.700 -0.406 -0.1 -2.1 1.1
C 5.531 3.827 -1.018 -0.7 1.8 -1.3
S 3.453 0.488 -0.189 -3.4 -0.1 0.0
O 4.584 -0.351 0.038 0.6 0.1 0.1
O 2.509 0.734 0.902 0.8 -0.3 -0.6
N 2.455 -0.180 -1.407 0.1 0.7 1.8
C 3.026 -0.438 -2.607 0.8 -1.0 0.8
S 4.817 -0.442 -2.819 -1.5 0.7 0.6
C 4.508 -0.779 -4.419 -2.1 -1.0 -2.5
C 3.150 -1.061 -4.677 3.0 0.2 0.1
N 2.342 -0.910 -3.613 -0.2 0.9 0.7
H 4.243 6.224 -2.937 1.1 -0.7 0.6
H 5.535 6.326 -1.847 -0.2 -0.4 -0.4
H 2.863 4.235 -3.132 -0.7 0.8 -0.4
H 1.966 2.412 -1.684 1.2 -0.1 -0.8
H 5.620 2.308 0.504 0.0 0.0 -1.3
H 6.555 4.192 -0.920 -0.5 0.2 0.5
H 5.280 -0.702 -5.156 0.2 -0.3 -0.2
H 2.740 -1.434 -5.594 0.0 0.2 -0.4
B -0.089 2.572 -4.324 -1.2 0.2 -1.9
C -0.309 1.597 -3.175 0.2 -1.6 1.5
N -0.445 0.776 -2.346 0.3 0.3 -0.1
H -0.390 3.707 -4.137 0.0 0.3 0.5
H 0.926 2.460 -4.909 1.1 -0.2 0.4
H -0.844 2.171 -5.236 -0.1 0.0 0.6
Ge -2.951 1.323 1.853 0.1 1.4 0.6
C -2.529 0.971 3.701 0.3 -1.3 0.3
C -2.454 -0.359 4.231 -0.1 1.1 0.2
C -1.692 -0.594 5.369 0.5 -0.6 0.7
C -1.040 0.462 6.022 0.7 0.4 0.0
C -1.275 1.777 5.612 -0.9 0.0 -0.4
C -2.031 2.049 4.434 0.6 -0.9 1.7
C -1.790 2.835 1.372 0.8 -1.7 0.7
C -0.376 2.672 1.526 0.3 -1.2 -0.4
C 0.534 3.457 0.818 -0.9 -0.2 0.6
C 0.028 4.475 0.017 -1.4 0.1 0.4
C -1.342 4.762 0.019 -0.4 -1.2 0.9
C -2.288 3.903 0.700 2.3 2.3 -1.5
H -4.471 1.502 1.706 0.2 -0.1 -0.4
H -3.092 -1.147 3.815 0.7 0.1 -0.2
H -1.538 -1.608 5.813 -0.4 0.8 -0.7
H -0.273 0.281 6.822 -1.2 0.1 -0.7
H -0.955 2.613 6.235 0.2 -0.2 -0.3
H -2.268 3.090 4.230 0.3 -0.2 -0.5
H 0.091 1.805 2.075 -0.9 0.9 -0.4
H 1.592 3.259 0.939 0.0 0.0 -0.2
H 0.649 5.069 -0.604 0.7 0.5 -0.3
H -1.695 5.626 -0.515 -0.1 0.1 -0.2
H -3.314 4.186 0.686 -0.8 -0.2 -0.2

# 3
85
Properties=species:S:1:pos:R:3:forces:R:3 method="wB97M-V/def2-TZVPD" max_force_ev_per_a=6.491 mol_weight_g_mol=969.18 energy_ha=-6054.487717 lumo_energy_ev=-1.148
In -8.389 -17.635 8.309 -0.5 0.2 -1.6
O -12.711 -16.280 9.571 0.9 -0.9 -0.1
C -11.733 -17.210 9.582 -0.1 0.5 -1.9
O -11.683 -18.119 8.756 0.4 1.1 2.0
C -10.619 -16.953 10.591 -1.5 1.1 -0.4
C -10.814 -16.388 11.831 0.1 -0.7 0.8
C -9.874 -16.789 12.809 -0.3 0.2 0.0
C -8.946 -17.740 12.534 1.5 -0.9 -1.5
C -8.687 -18.001 11.166 1.0 -0.1 1.6
N -9.427 -17.435 10.247 -0.2 -1.9 -0.5
C -7.551 -18.962 10.724 1.9 -1.3 -0.7
O -6.723 -19.396 11.546 -2.2 1.1 -1.4
O -7.557 -19.289 9.420 -0.6 1.3 2.2
H -12.983 -16.294 8.611 -0.2 0.3 0.2
H -11.698 -15.812 12.122 0.3 -0.3 -0.4
H -9.870 -16.455 13.815 -0.6 0.5 0.8
H -8.276 -18.249 13.227 -0.3 0.4 0.1
S -6.969 -18.372 6.212 0.1 -0.1 0.0
C -5.921 -17.396 7.137 0.4 0.8 1.7
N -6.438 -16.737 8.194 -0.1 -0.7 -0.3
C -5.581 -15.957 8.951 2.7 -0.5 -2.8
C -5.844 -14.955 9.844 -0.5 0.3 0.9
C -4.827 -14.087 10.293 -0.2 -1.7 -0.3
C -3.535 -14.302 9.825 0.7 -0.3 -0.5
C -3.217 -15.267 8.841 -1.3 0.1 0.9
C -4.247 -16.092 8.395 -0.2 1.2 1.0
S -4.146 -17.169 7.046 -1.6 -0.3 -0.1
H -6.870 -14.917 10.195 0.1 0.5 0.1
H -5.033 -13.395 11.091 0.0 0.3 -0.1
H -2.697 -13.741 10.225 -0.2 0.2 0.0
H -2.209 -15.390 8.486 0.2 0.1 -0.1
N -10.101 -15.893 0.692 0.4 0.2 -0.5
C -10.331 -15.901 2.067 -1.2 0.6 0.7
C -9.256 -15.840 3.014 -1.0 -0.4 -1.2
C -9.490 -15.966 4.355 0.3 -0.3 0.2
C -10.798 -16.116 4.806 0.3 -0.3 1.4
C -11.860 -15.984 3.980 -1.1 -0.3 -2.5
C -11.682 -15.929 2.568 1.9 0.2 1.2
S -11.271 -16.784 6.434 2.1 1.3 0.4
O -12.359 -15.890 6.935 -0.3 -0.4 -0.2
O -11.926 -19.934 5.842 0.5 -0.4 -0.4
N -9.792 -16.278 7.250 -1.5 -3.0 0.5
C -9.492 -14.996 7.264 -0.8 3.1 -1.4
S -10.601 -13.706 6.585 1.0 0.1 0.4
C -9.248 -12.591 6.649 -0.4 0.0 -0.3
C -8.181 -13.190 7.217 -0.6 0.5 0.0
N -8.341 -14.504 7.565 1.2 -0.4 0.7
H -9.193 -15.599 0.335 -0.3 -0.2 0.6
H -10.824 -15.546 0.071 0.0 -0.2 0.5
H -8.235 -15.800 2.678 0.2 0.2 -0.3
H -8.620 -15.921 5.016 -0.5 -0.3 0.0
H -12.867 -15.987 4.400 0.2 -0.1 -0.2
H -12.549 -15.943 1.925 0.1 0.1 -0.2
H -9.279 -11.584 6.211 -0.2 -0.6 0.5
H -7.274 -12.646 7.417 0.3 -0.3 0.1
B -12.452 -21.144 6.477 -1.8 1.4 -0.3
C -11.372 -22.238 6.843 3.1 -4.1 1.9
N -10.624 -23.144 7.171 -4.2 4.5 -2.0
H -13.087 -20.717 7.485 0.9 -0.9 -0.2
H -11.662 -20.053 4.921 -0.2 -0.1 0.3
H -13.358 -21.754 5.857 0.8 0.0 0.1
Ge -9.399 -23.670 8.438 1.6 0.1 1.2
C -9.566 -22.745 10.146 -0.9 0.5 -1.1
C -8.437 -22.787 10.945 0.5 -1.1 -1.2
C -8.418 -22.246 12.180 0.5 0.5 1.5
C -9.548 -21.608 12.709 0.3 -1.2 -2.3
C -10.666 -21.515 11.894 -0.4 0.1 -0.7
C -10.674 -22.010 10.557 -0.3 0.1 0.5
C -7.705 -23.209 7.625 1.2 0.8 -0.5
C -6.786 -22.161 8.009 -1.1 -1.7 -0.8
C -5.662 -21.905 7.224 -0.1 0.2 0.9
C -5.387 -22.629 6.066 -0.7 -0.7 -0.4
C -6.272 -23.641 5.680 -1.5 -0.3 0.1
C -7.445 -23.937 6.459 1.4 0.3 0.0
H -9.495 -25.192 8.540 -0.3 0.0 -0.1
H -7.535 -23.287 10.575 -0.3 0.1 0.2
H -7.482 -22.400 12.710 -0.3 0.5 0.4
H -9.556 -21.254 13.685 -0.1 0.6 1.6
H -11.566 -21.090 12.325 0.0 0.2 -0.3
H -11.522 -21.827 9.846 0.7 -0.3 1.0
H -6.985 -21.639 8.934 0.2 0.4 -0.1
H -4.990 -21.131 7.594 0.0 -0.1 -0.3
H -4.514 -22.445 5.430 -0.3 0.1 0.4
H -6.178 -24.155 4.709 0.3 0.2 0.7
H -8.111 -24.795 6.255 0.5 0.6 -0.5